<1>
The following is a DFT calculation (wB97M-V/def2-TZVPD) of one molecule with the formula C3H7N3O3.

Positions of all 16 atoms, in Å:
N: 1.77208 -0.94164 1.31318
C: 0.77345 -0.13481 0.80513
N: 0.13282 -0.51983 -0.14819
C: -0.87096 0.26219 -0.93985
C: -1.44490 -0.58873 -2.06264
O: -2.26832 -0.16940 -2.79972
O: -0.93394 -1.84897 -2.10541
N: 0.71627 1.05751 1.57923
O: 0.00358 2.09251 0.94058
H: 1.82194 -1.01074 2.33303
H: 1.79960 -1.90149 0.90584
H: -1.72488 0.69871 -0.39113
H: -0.41276 1.13647 -1.39900
H: -0.24442 -1.89420 -1.41646
H: 1.60039 1.48929 1.84558
H: -0.71994 2.27314 1.53983

Output
highest occupied orbital energy = -9.854 eV
lowest unoccupied orbital energy = 0.5 eV

natural (NBO) atomic charge list, values in e, 8 entries:
1. N -0.826
2. C 0.574
3. N -0.571
4. C -0.364
5. C 0.781
6. O -0.572
7. O -0.691
8. N -0.368

<2>
The following is a DFT calculation (wB97M-V/def2-TZVPD) of one molecule with the formula C3H7N3O3.

Positions of all 16 atoms, in Å:
C: -0.58133 -0.32607 -2.31663
N: -0.35415 -0.56511 -0.92304
O: 0.57364 -1.59046 -0.72601
C: -0.47567 0.39575 0.03833
O: -1.23578 1.34921 -0.06446
N: 0.21648 0.21057 1.27038
N: -0.35152 0.79936 2.40667
C: 1.59513 0.24924 1.25823
O: 2.34102 0.32391 0.31689
H: -0.99920 -1.19377 -2.82186
H: 0.38548 -0.07607 -2.83257
H: -1.31806 0.49823 -2.41702
H: 0.04217 -2.32436 -0.39974
H: -0.71051 1.72269 2.17997
H: -1.10372 0.21995 2.71615
H: 1.97601 0.30696 2.31468

Output
highest occupied orbital energy = -9.962 eV
lowest unoccupied orbital energy = 0.6 eV

natural (NBO) atomic charge list, values in e, 8 entries:
1. C -0.432
2. N -0.157
3. O -0.529
4. C 0.757
5. O -0.621
6. N -0.367
7. N -0.630
8. C 0.546

Here is how they stack up, most stable first: <1>, <2>.

<1>
The following is a DFT calculation (wB97M-V/def2-TZVPD) of one molecule with the formula C11H16N2.

Positions of all 29 atoms, in Å:
C: 3.22369 0.28427 -0.70899
C: 2.56884 1.31722 -0.04805
C: 1.45335 1.07124 0.74720
C: 0.92723 -0.20532 0.87698
C: -0.34212 -0.54264 1.65785
N: -1.62029 -0.26268 1.04863
C: -2.12004 -1.23188 0.03768
C: -1.52101 -0.99780 -1.32392
N: -1.26940 0.42749 -1.58805
C: -2.16611 1.29407 -0.85140
C: -2.01079 1.12331 0.67350
C: 1.58966 -1.25089 0.21951
C: 2.72474 -1.01340 -0.54749
H: 4.06388 0.49475 -1.36075
H: 2.88396 2.35453 -0.12142
H: 0.91217 1.86668 1.21663
H: -0.30135 0.05288 2.62511
H: -0.35095 -1.60184 1.94340
H: -3.20152 -1.17948 -0.03814
H: -1.90129 -2.23073 0.42449
H: -0.52558 -1.43073 -1.39600
H: -2.05470 -1.46135 -2.13555
H: -0.34162 0.59361 -1.16886
H: -1.98402 2.30376 -1.11650
H: -3.16592 1.06546 -1.16310
H: -2.99394 1.24288 1.19308
H: -1.30632 1.78938 1.16162
H: 1.29972 -2.29751 0.32488
H: 3.23062 -1.80508 -1.01014

Output
highest occupied orbital energy = -7.850 eV
lowest unoccupied orbital energy = 1.0 eV

natural (NBO) atomic charge list, values in e, 8 entries:
1. C -0.218
2. C -0.192
3. C -0.236
4. C -0.037
5. C -0.228
6. N -0.452
7. C -0.244
8. C -0.250

<2>
The following is a DFT calculation (wB97M-V/def2-TZVPD) of one molecule with the formula C11H16N2.

Positions of all 29 atoms, in Å:
N: 3.74874 0.99927 2.65002
C: 2.63081 0.71591 1.81625
C: 2.67617 -0.26821 0.82459
C: 1.55973 -0.54911 0.02944
C: 0.33209 0.12096 0.18551
N: -0.70530 -0.13750 -0.70513
C: -0.89568 -1.47520 -1.27494
C: -2.34974 -1.89824 -1.33494
C: -3.18401 -0.90876 -2.15538
C: -2.66795 0.53311 -1.97857
C: -1.87167 0.68367 -0.67803
C: 0.25217 1.05973 1.25818
C: 1.38691 1.34767 2.01050
H: 4.64672 0.66282 2.25689
H: 3.80063 1.96825 2.95449
H: 3.57888 -0.82231 0.66322
H: 1.68932 -1.27522 -0.76235
H: -0.44812 -1.57997 -2.27001
H: -0.33500 -2.17082 -0.67841
H: -2.71200 -1.88793 -0.29433
H: -2.45275 -2.95291 -1.66671
H: -4.26560 -0.94157 -1.88858
H: -3.11472 -1.19616 -3.22725
H: -3.47818 1.24515 -1.92000
H: -1.98228 0.83441 -2.79237
H: -1.57055 1.72629 -0.60523
H: -2.55856 0.46373 0.18879
H: -0.66121 1.59694 1.40539
H: 1.34637 2.12766 2.80650

Output
highest occupied orbital energy = -6.918 eV
lowest unoccupied orbital energy = 1.0 eV

natural (NBO) atomic charge list, values in e, 8 entries:
1. N -0.816
2. C 0.120
3. C -0.256
4. C -0.203
5. C 0.150
6. N -0.439
7. C -0.209
8. C -0.413

Here is how they stack up, most stable first: <2>, <1>.

<1>
The following is a DFT calculation (wB97M-V/def2-TZVPD) of a 9-piece molecular cluster, C20H62N4O9 overall.

Positions of all 95 atoms, in Å:
C: 10.86417 8.57743 17.36437
O: 11.31864 8.28242 16.08843
C: 10.21174 8.09188 15.17695
C: 10.85054 7.81191 13.77766
C: 11.23504 9.01386 12.96295
N: 9.96805 7.05230 12.89068
H: 11.67738 8.49542 18.08553
H: 10.01787 7.98128 17.70565
H: 10.55929 9.61582 17.49428
H: 9.65698 7.22615 15.53866
H: 9.50003 8.91577 15.12428
H: 11.74248 7.20221 13.92188
H: 12.02862 9.51808 13.51439
H: 10.38228 9.66978 12.78777
H: 11.61756 8.74059 11.97954
H: 9.15337 7.61700 12.69701
H: 10.36080 6.88734 11.97491
C: 12.71378 19.88304 11.92727
O: 13.10446 18.51250 11.67399
C: 12.79143 18.04864 10.37970
C: 13.50282 16.65431 10.14990
C: 13.55362 16.16596 8.76906
N: 12.74879 15.66586 10.86620
H: 13.42943 20.66202 11.66430
H: 12.40193 20.02790 12.96161
H: 11.84097 20.18198 11.34681
H: 11.70493 18.04684 10.29242
H: 13.23784 18.77788 9.70366
H: 14.53026 16.72866 10.50619
H: 14.04323 16.87419 8.10064
H: 12.55568 16.04643 8.34726
H: 14.08384 15.21942 8.66407
H: 11.87458 15.48421 10.39413
H: 12.49513 16.14853 11.71637
C: 16.10246 11.97273 10.26402
O: 17.41806 12.12290 9.71988
C: 17.74998 11.09100 8.83817
C: 19.20642 11.26855 8.28160
C: 19.33987 12.57249 7.59993
N: 19.45903 10.22908 7.31870
H: 15.89944 12.82043 10.91845
H: 16.11452 10.99075 10.73697
H: 15.43858 12.07983 9.40618
H: 17.65748 10.16477 9.40529
H: 16.99615 11.02317 8.05379
H: 19.80712 11.28226 9.19104
H: 18.57993 12.61472 6.81967
H: 20.27553 12.64769 7.04587
H: 19.24937 13.40591 8.29658
H: 18.85423 10.37345 6.52280
H: 19.07021 9.36760 7.67474
C: 10.42964 12.28644 14.90792
O: 9.24839 12.72428 15.53624
C: 9.38630 12.84282 16.94979
C: 7.93879 12.94797 17.48217
C: 7.80282 13.32027 18.95792
N: 7.13773 11.73088 17.22758
H: 10.65587 11.27218 15.23685
H: 11.29576 12.82959 15.28595
H: 10.33179 12.28635 13.82232
H: 9.93856 12.01964 17.40311
H: 9.86764 13.76220 17.28318
H: 7.45237 13.78319 16.97830
H: 8.46305 14.12618 19.27842
H: 8.23176 12.52565 19.56840
H: 6.75851 13.38230 19.26396
H: 7.34282 10.83928 17.65546
H: 7.27995 11.62264 16.23352
C: 12.42084 9.92488 8.98264
O: 12.94312 8.64678 9.35543
H: 13.25253 10.60140 8.78591
H: 11.93831 9.79772 8.01357
H: 11.83399 10.31369 9.81482
H: 13.78705 8.56982 8.90437
C: 15.54110 12.08563 14.55849
O: 14.26880 12.70239 14.71605
H: 16.29282 12.34866 15.30269
H: 15.29900 11.02418 14.61141
H: 15.79022 12.28667 13.51656
H: 14.00061 12.88070 13.81168
C: 15.11354 8.25023 11.82185
O: 16.03101 7.65146 12.73521
H: 14.91435 9.27930 12.12090
H: 15.38118 8.15202 10.76979
H: 14.19098 7.67591 11.90632
H: 15.79493 7.64718 13.66572
C: 12.55578 12.47167 11.70025
O: 13.57130 13.31961 12.22503
H: 12.22234 12.59512 10.66987
H: 12.91644 11.45136 11.83058
H: 11.65685 12.50063 12.31603
H: 13.30976 14.20540 11.96315
O: 10.06950 12.35158 9.31101
H: 10.18851 13.28159 9.50376
H: 10.29107 12.26844 8.38353

Output
highest occupied orbital energy = -8.953 eV
lowest unoccupied orbital energy = 0.0 eV

Mulliken atomic charge list, values in e, 8 entries:
1. C -0.434
2. O -0.320
3. C -0.690
4. C 0.477
5. C -1.132
6. N -0.848
7. H 0.269
8. H 0.339

<2>
The following is a DFT calculation (wB97M-V/def2-TZVPD) of a 9-piece molecular cluster, C20H62N4O9 overall.

Positions of all 95 atoms, in Å:
C: 5.62452 2.05556 -1.12034
O: 5.39084 1.03128 -2.11161
C: 4.13153 1.10969 -2.76002
C: 3.02377 0.66486 -1.88105
C: 3.25239 -0.76880 -1.42778
N: 1.72289 0.78035 -2.50743
H: 4.98559 1.95188 -0.24335
H: 5.52568 3.07071 -1.50478
H: 6.64786 1.86157 -0.79904
H: 3.92421 2.11039 -3.13912
H: 4.11404 0.53423 -3.68557
H: 2.96916 1.24965 -0.96282
H: 4.20773 -0.91655 -0.92420
H: 3.32245 -1.39124 -2.31984
H: 2.42585 -1.16516 -0.83801
H: 1.62182 0.00918 -3.15177
H: 1.00607 0.53567 -1.83931
C: 2.43038 -4.22495 0.27989
O: 2.90751 -3.91859 1.59487
C: 3.96262 -4.75594 2.03512
C: 4.25985 -4.31314 3.51979
C: 5.58826 -4.82440 4.08863
N: 3.30908 -4.86037 4.44190
H: 1.79641 -3.44303 -0.13819
H: 1.72033 -5.04424 0.39245
H: 3.17254 -4.50643 -0.46714
H: 3.64109 -5.79711 2.00908
H: 4.78621 -4.67780 1.32540
H: 4.24271 -3.22330 3.52678
H: 5.95549 -5.80954 3.80095
H: 5.67243 -4.85651 5.17490
H: 6.29819 -4.08335 3.72132
H: 2.34939 -4.59018 4.28032
H: 3.52124 -4.53712 5.37496
C: -5.55101 -1.31518 1.92573
O: -5.60089 -0.89874 0.53589
C: -5.88600 0.52047 0.40099
C: -4.69861 1.42688 0.72993
C: -4.91156 2.88191 0.25697
N: -3.45695 0.84348 0.14801
H: -6.29206 -0.80896 2.54436
H: -4.54714 -1.16225 2.32192
H: -5.84080 -2.36582 1.94228
H: -6.09724 0.66110 -0.65905
H: -6.84030 0.76913 0.86529
H: -4.67507 1.38519 1.81888
H: -4.16099 3.56439 0.65572
H: -5.82131 3.32727 0.65958
H: -4.87185 2.91923 -0.83167
H: -3.59762 0.94575 -0.84690
H: -3.47866 -0.15567 0.29400
C: -2.02479 4.03359 -6.38013
O: -1.76052 3.16917 -5.25239
C: -2.98623 2.70209 -4.69986
C: -2.77047 1.74938 -3.43879
C: -1.72694 0.53688 -3.61302
N: -3.99334 1.05032 -3.03786
H: -2.40192 3.49118 -7.24711
H: -1.04534 4.44848 -6.61812
H: -2.66516 4.88865 -6.16359
H: -3.62613 3.52420 -4.37927
H: -3.49414 2.07099 -5.42914
H: -2.47722 2.52397 -2.73019
H: -0.72343 0.91745 -3.80334
H: -1.99893 -0.14241 -4.42092
H: -1.56485 0.02531 -2.66427
H: -4.78169 1.67856 -2.97527
H: -4.27215 0.30088 -3.65488
C: 1.92541 1.82635 2.18340
C: 1.71884 3.30672 2.06141
O: 0.46322 3.71456 2.49959
H: 1.15322 1.32174 1.60273
H: 1.88891 1.45948 3.20917
H: 2.92394 1.63201 1.79190
H: 1.92646 3.56857 1.02390
H: 2.45742 3.82135 2.67604
H: -0.18138 3.02252 2.33471
C: -1.86980 0.78615 4.13393
C: -1.39422 0.24534 2.80361
O: -1.37675 1.33925 1.89749
H: -1.81811 -0.01173 4.87473
H: -2.94777 0.94628 4.11323
H: -1.36673 1.73031 4.34275
H: -2.09394 -0.49381 2.41350
H: -0.44671 -0.26174 2.98575
H: -2.14401 1.32162 1.32076
O: -1.15784 -2.79089 -1.62538
H: -2.04871 -2.48373 -1.79347
H: -0.72849 -2.05487 -1.18930
O: 1.75625 -1.47918 1.80245
H: 2.27945 -2.28059 1.78691
H: 1.86996 -1.13548 2.68856
O: 0.13876 -0.56272 -0.36657
H: 0.78135 -0.95943 0.22157
H: -0.57753 -0.29224 0.20788

Output
highest occupied orbital energy = -8.749 eV
lowest unoccupied orbital energy = 0.5 eV

Mulliken atomic charge list, values in e, 8 entries:
1. C -0.486
2. O -0.354
3. C -1.041
4. C 1.108
5. C -0.951
6. N -0.558
7. H 0.089
8. H 0.308

Here is how they stack up, most stable first: <2>, <1>.

<1>
The following is a DFT calculation (wB97M-V/def2-TZVPD) of one molecule with the formula CH2F3NS.

Positions of all 8 atoms, in Å:
C: 0.18103 -0.01065 -0.28572
S: 1.74981 -0.19075 -0.05636
F: 2.46256 -0.98953 1.24077
F: 1.90640 -1.55218 -1.08737
N: 2.52435 1.05176 -0.37568
F: 3.88059 1.11893 0.02598
H: -0.48349 -0.79260 0.21603
H: -0.05760 1.00626 -0.17288

Output
highest occupied orbital energy = -9.905 eV
lowest unoccupied orbital energy = -0.8 eV

Charges per atom according to natural (NBO) partitioning, unit e:
1. C -0.934
2. S 2.006
3. F -0.462
4. F -0.490
5. N -0.461
6. F -0.198
7. H 0.283
8. H 0.256

<2>
The following is a DFT calculation (wB97M-V/def2-TZVPD) of one molecule with the formula CH2F3NS.

Positions of all 8 atoms, in Å:
C: -1.08336 0.66019 -0.22887
N: -0.08104 1.27762 -0.67624
F: -0.77507 0.67569 -3.21829
F: -1.64539 2.60455 -2.12934
F: 1.47368 1.30361 -2.72537
S: -0.03766 1.87950 -2.28369
H: -1.05589 0.47860 0.78673
H: -2.01679 0.44074 -0.82852

Output
highest occupied orbital energy = -11.173 eV
lowest unoccupied orbital energy = -0.8 eV

Charges per atom according to natural (NBO) partitioning, unit e:
1. C 0.053
2. N -0.602
3. F -0.469
4. F -0.606
5. F -0.533
6. S 1.764
7. H 0.190
8. H 0.202

Here is how they stack up, most stable first: <2>, <1>.